Record 1
Molecular formula: C5H7NOS
Method: DFT, wB97M-V/def2-TZVPD

The energy relative to the best compared isomer or geometry (same formula, charge and spin) is 37.54 kcal per mole. Its charge is 0. Its molar mass is 129.18 g mol⁻¹. Its SMILES is CC1=CC=NSCO1.

Positions of all 15 atoms, in Å:
C -2.165292 -0.200744 -0.441846
C -0.696372 -0.105199 -0.165137
C -0.065439 1.092525 -0.033266
C 1.332194 1.490078 0.086114
N 2.454417 0.898290 -0.111169
S 2.463331 -0.736545 -0.559261
C 1.160507 -1.422618 0.466737
O -0.177581 -1.327807 -0.006346
H -2.622539 0.790218 -0.608215
H -2.298315 -0.834948 -1.334147
H -2.675221 -0.704674 0.391616
H -0.737691 1.947965 -0.093977
H 1.457713 2.550787 0.381019
H 1.344267 -2.487905 0.575883
H 1.226015 -0.949421 1.451994

Atomic forces in eV per Å
-0.231 0.008 -0.173
0.084 0.549 0.275
-0.168 -0.254 -0.260
0.381 0.487 0.318
-0.396 -0.073 -0.019
-0.234 0.112 0.062
-0.097 -0.021 0.213
0.202 -0.019 -0.178
0.280 -0.539 0.050
-0.078 0.289 0.277
0.135 0.143 -0.200
0.158 -0.198 0.021
-0.111 -0.514 -0.212
0.072 -0.026 -0.063
0.003 0.054 -0.112

Here are the Löwdin charges for atoms 1 to 5, given in e: C -0.0152; C -0.3594; C -0.0449; C -0.2791; N -0.3348

Record 2
Molecular formula: C17H15ClIMgNO5
Method: DFT, wB97M-V/def2-TZVPD

Its charge is 0. The calculation puts the total energy at -2045.9379 hartree. Its molar mass is 499.97 g mol⁻¹.

Positions of all 41 atoms, in Å:
Mg 0.160124 -1.447268 -0.459597
Cl -2.061463 -5.867512 4.823980
C -1.451490 -4.606466 3.783947
C -0.909803 -3.440152 4.357767
C -0.436372 -2.423413 3.578766
C -0.476916 -2.495064 2.160594
O -0.055465 -1.503099 1.455069
C -0.999644 -3.700170 1.597269
C -1.050559 -3.964690 0.191436
O -0.673730 -3.222457 -0.731241
C -1.485985 -4.734896 2.431941
H -0.867269 -3.361802 5.437015
H -0.012985 -1.530003 4.017854
H -1.465233 -4.939759 -0.092930
H -1.886058 -5.635966 1.982233
I 1.165102 5.696146 -0.261509
C 1.783532 3.736417 -0.566552
C 2.641256 3.433552 -1.616113
C 3.009558 2.111967 -1.836469
C 2.501567 1.088219 -1.047224
C 1.679039 1.419805 0.026355
C 1.324616 2.737247 0.281343
C 2.820264 -0.355667 -1.411701
O 3.844669 -0.602931 -2.011178
O 1.885312 -1.195325 -1.105538
H 3.020168 4.220657 -2.254087
H 3.682241 1.849994 -2.643496
H 1.344564 0.654441 0.718197
H 0.706869 2.983601 1.135397
C -0.673599 1.816072 -2.925610
N -1.550382 1.961034 -1.760900
C -2.131275 3.264069 -1.422957
C -1.694422 0.944345 -0.938535
O -1.160261 -0.161909 -1.129133
H -0.858845 2.648667 -3.597918
H -0.888020 0.878126 -3.430485
H 0.372419 1.820771 -2.616393
H -2.088508 3.893947 -2.306306
H -1.571257 3.752551 -0.626172
H -3.172739 3.151358 -1.128662
H -2.319002 1.125578 -0.058447

Atomic forces in eV per Å
-0.081 -0.056 0.045
0.057 0.095 -0.085
-0.005 0.010 0.144
-0.001 -0.039 0.123
-0.034 -0.013 0.005
0.053 0.160 -0.182
-0.057 -0.192 0.110
-0.057 -0.209 -0.155
0.104 0.281 0.053
-0.060 -0.144 0.114
-0.009 -0.029 -0.008
-0.012 0.003 -0.013
-0.021 -0.007 0.019
-0.038 -0.052 -0.002
0.010 0.015 -0.013
-0.042 0.211 0.033
0.064 -0.233 -0.062
0.000 -0.027 0.023
-0.012 0.036 -0.066
-0.004 0.085 0.130
0.044 -0.044 0.116
0.034 0.008 -0.088
-0.424 0.080 -0.141
0.121 -0.045 0.034
0.391 0.064 -0.024
-0.007 -0.010 -0.013
-0.002 0.016 0.011
-0.046 -0.069 -0.048
-0.014 -0.014 -0.009
-0.028 0.104 0.155
-0.106 0.150 -0.002
0.112 -0.104 -0.097
0.265 -0.208 -0.100
-0.130 0.172 -0.009
0.013 -0.017 -0.027
-0.006 -0.026 0.002
-0.008 0.008 -0.007
-0.046 0.028 0.008
0.044 0.021 -0.008
0.002 -0.020 0.036
-0.059 0.013 -0.003

Here are the Löwdin charges for atoms 1 to 5, given in e: Mg 0.7001; Cl 0.6440; C -0.6700; C -0.0852; C 0.0032

Record 3
Molecular formula: C32H77N9O24
Method: DFT, wB97M-V/def2-TZVPD

The energy relative to the best compared isomer or geometry (same formula, charge and spin) is 213.83 kcal per mole. Its charge is +4. Its molar mass is 972.01 g mol⁻¹.

Positions of all 142 atoms, in Å:
C 4.613240 -1.318589 -3.844730
C 3.640297 -1.136360 -2.723988
O 2.570244 -0.616381 -2.824507
N 4.128661 -1.700572 -1.387713
H 5.139916 -1.603206 -1.415043
H 3.864892 -1.160992 -0.550384
C 3.808027 -3.208034 -1.210157
H 4.009689 -1.590888 -4.710479
H 5.261536 -2.159492 -3.597568
H 5.210098 -0.450883 -4.124554
H 4.345244 -3.797621 -1.949586
H 2.723630 -3.296708 -1.212243
H 4.168218 -3.391446 -0.198014
C -0.397379 2.101572 2.321497
C -0.040271 1.480860 1.023762
O 0.568787 2.016791 0.124693
N -0.626187 0.099215 0.777355
H -0.090933 -0.592797 1.309034
H -1.546425 0.040516 1.230522
C -0.683069 -0.355670 -0.679669
H 0.194331 2.982464 2.568762
H -0.322797 1.416843 3.164461
H -1.367903 2.577812 2.189391
H -1.230387 -1.295179 -0.729557
H 0.341045 -0.459923 -1.027676
H -1.194148 0.386463 -1.289646
C -4.036751 1.144830 -2.424710
C -3.607802 0.191828 -3.436673
O -3.188285 -0.913573 -3.263411
N -3.904968 0.610890 -4.860510
H -4.089244 1.608321 -4.896835
H -3.159755 0.388119 -5.510826
C -5.247554 -0.008303 -5.297634
H -5.019418 1.584458 -2.593231
H -3.208462 1.841403 -2.274976
H -4.082642 0.581044 -1.489169
H -5.098672 -1.081737 -5.412883
H -5.474374 0.443804 -6.261935
H -5.993185 0.248252 -4.548214
C -3.250784 1.460193 5.750078
C -3.282417 2.862470 5.242793
O -2.632414 3.196247 4.289607
N -3.994718 4.029109 5.877570
H -4.114029 4.689923 5.117224
H -4.892329 3.730045 6.252665
C -3.084779 4.712164 6.982407
H -2.297639 1.223599 6.220409
H -3.578010 0.916846 4.859344
H -3.981147 1.226265 6.526625
H -3.357587 5.766226 6.983041
H -2.035153 4.601691 6.717828
H -3.222820 4.341493 7.996687
C -0.672839 7.451894 1.437629
C -0.121434 6.518333 2.453590
O -0.123049 5.323613 2.379046
N 0.526664 7.124339 3.651004
H 1.543009 7.060899 3.608749
H 0.402012 8.128261 3.766170
C 0.108879 6.380919 4.940045
H -0.160309 8.406399 1.296930
H -1.705167 7.713017 1.678820
H -0.631156 7.125991 0.398514
H 0.758879 6.867979 5.665775
H 0.299708 5.315345 4.844688
H -0.935341 6.598568 5.153096
C 1.961483 -3.476894 4.725009
C 0.527764 -3.773226 4.509262
O 0.080989 -4.719507 3.953558
N -0.422326 -2.934681 5.344239
H -0.613494 -3.414394 6.221633
H 0.063928 -2.117937 5.702296
C -1.668646 -2.452847 4.535058
H 2.330674 -2.497402 4.419473
H 2.467594 -4.268434 4.172477
H 2.331386 -3.557770 5.749656
H -2.296672 -1.875452 5.214638
H -2.291259 -3.280526 4.206604
H -1.341383 -1.733289 3.787857
C 2.662230 3.720654 -1.148017
C 4.035817 3.315549 -1.615245
O 4.425487 3.507723 -2.730506
N 4.987167 2.666177 -0.640089
H 4.588864 1.976481 0.009427
H 5.610609 2.196473 -1.292062
C 5.760422 3.657334 0.175742
H 2.434375 4.784147 -1.220495
H 2.383488 3.588404 -0.099489
H 1.910156 3.075783 -1.603758
H 6.460794 3.059570 0.756928
H 5.097625 4.241904 0.809844
H 6.359766 4.351706 -0.411614
C 0.320516 -6.715847 -1.573085
C -0.286913 -6.441961 -0.209351
O -0.541725 -7.279549 0.626226
N -0.490852 -4.941318 0.140841
H 0.419944 -4.560386 0.405307
H -0.767886 -4.497823 -0.731257
C -1.390218 -4.686906 1.367190
H 1.038920 -5.937635 -1.831711
H -0.423919 -6.845388 -2.359804
H 0.827720 -7.679290 -1.617667
H -0.909284 -4.910618 2.316264
H -2.262593 -5.328184 1.250548
H -1.721392 -3.653308 1.306694
C 1.748478 -0.171196 -8.191443
C 0.590903 -1.069282 -7.786359
O 0.193442 -1.992766 -8.435745
N -0.097663 -0.665685 -6.518714
H -0.105155 0.342132 -6.389522
H -1.086763 -0.800214 -6.725776
C 0.434901 -1.347789 -5.283322
H 1.923659 -0.320274 -9.257552
H 2.660634 -0.593722 -7.764212
H 1.762084 0.912568 -8.081011
H 1.516905 -1.275564 -5.188312
H 0.228838 -2.404083 -5.463808
H -0.091856 -0.927339 -4.430660
O -0.391012 -2.221450 -4.175724
C 0.149610 -3.127241 -3.313797
O -0.504257 -3.461210 -2.316406
O 1.314277 -3.540182 -3.568053
H -1.102514 -1.919667 -3.587395
O 2.465080 0.224805 2.747786
C 3.320393 0.748908 1.843848
O 3.389746 2.005928 1.807482
O 3.954842 -0.019734 1.062859
H 1.925842 0.972310 3.025769
O -2.365091 -2.674754 -5.838536
C -2.735633 -3.521695 -4.839818
O -3.904061 -3.840326 -4.651222
O -1.709421 -3.858562 -4.184268
H -3.159875 -2.492631 -6.356473
O -3.485002 -1.918273 2.182085
C -3.887454 -0.652794 2.425127
O -4.963845 -0.428024 2.958907
O -3.084993 0.287840 2.118206
H -4.352579 -2.329118 2.315055
O 3.196247 -2.391397 1.951653
C 2.005080 -2.877577 1.541743
O 1.941752 -4.040154 1.086558
O 1.057516 -2.078762 1.434933
H 3.044495 -1.473255 2.170193

Atomic forces in eV per Å
-0.180 -0.969 0.037
-0.688 0.764 -0.200
0.725 -0.320 0.852
0.252 -0.350 -0.870
0.271 -0.200 0.056
-0.701 0.135 0.218
0.034 0.977 0.898
0.086 -0.056 -0.037
0.220 0.070 -0.302
-0.101 0.168 0.392
-0.273 0.163 -0.102
0.102 -0.215 -0.414
-0.036 -0.356 -0.140
0.343 0.651 0.389
0.597 0.083 -1.988
-1.043 -0.955 1.312
0.516 0.759 -0.876
1.067 -0.770 -0.003
-1.603 0.313 0.496
0.280 0.316 0.702
0.653 -0.327 -0.470
-0.675 -0.147 -0.106
-0.544 -0.770 0.278
0.243 -0.101 0.106
-0.086 -0.215 -0.025
-0.008 0.175 0.271
0.181 0.000 1.394
0.074 -2.603 -0.162
0.039 1.447 -0.436
-1.245 0.305 0.019
0.373 0.348 -0.010
0.162 -0.443 -0.036
0.644 -0.192 -0.499
0.258 0.358 -0.205
-0.367 0.572 -0.171
-0.133 0.034 -0.070
-0.093 -0.050 0.292
-0.178 -0.037 0.103
0.054 -0.111 -0.054
-1.680 0.376 0.868
2.058 0.088 -1.379
-0.568 0.120 0.638
0.967 -0.341 1.757
-0.279 0.189 -0.131
-0.323 0.270 0.241
-0.597 0.217 -0.478
0.275 -0.018 -0.686
0.586 -0.601 -0.093
-0.221 0.298 -0.026
-0.042 -0.078 -0.048
-0.204 -0.177 -0.336
-0.448 -0.475 -0.325
0.039 1.235 -0.676
-0.037 -1.188 -2.118
0.056 1.195 0.595
-0.084 -0.525 1.508
0.318 -0.476 -0.420
-0.646 0.254 -0.154
0.668 1.131 -0.142
0.260 0.131 0.897
-0.104 -0.126 0.064
-0.242 -1.023 0.337
-0.255 -0.442 0.453
0.100 0.204 -0.207
0.085 0.035 -0.169
0.961 -0.192 -0.336
0.765 -1.486 0.641
-0.100 0.967 0.481
-1.087 1.306 -0.676
-0.666 -0.721 -0.146
0.272 0.357 -0.374
0.046 0.273 1.477
-0.369 0.036 -0.449
0.249 0.308 -0.178
-0.663 -0.222 0.342
0.118 -0.120 0.259
0.629 -0.108 -0.353
0.198 -0.646 -0.365
-0.608 -0.158 1.564
-1.118 1.139 -0.744
0.161 -0.611 1.227
0.321 0.524 -0.890
-0.776 -0.192 0.483
0.489 -0.198 0.184
0.624 0.145 0.395
0.340 -0.030 -1.155
1.015 -0.657 0.248
0.152 0.329 -0.628
-0.199 0.163 0.286
-0.134 -0.424 0.042
-0.287 -0.264 -0.520
0.126 0.090 0.206
0.188 -1.768 1.110
0.148 2.050 -1.315
-0.958 -1.782 1.321
1.221 0.411 0.048
-0.258 0.849 -0.672
-0.299 -0.440 -1.653
-0.294 0.170 -0.265
-0.317 0.718 0.086
0.042 0.003 0.737
0.176 -0.070 -0.793
0.029 -0.007 0.070
0.179 0.072 0.059
0.851 -0.886 -0.732
0.134 0.783 -1.798
0.236 0.864 1.385
-0.026 1.657 -2.851
0.899 0.446 -0.126
-0.124 -1.509 0.753
3.106 2.251 -4.890
-0.311 -0.212 -0.041
0.036 0.172 0.323
-0.614 -0.121 0.708
0.229 0.686 -0.086
1.464 0.549 -3.849
1.162 4.936 -1.623
-4.532 -5.820 11.902
3.053 -3.874 2.200
0.121 1.343 1.895
-0.651 1.213 -0.683
-1.260 0.019 0.000
-0.483 -0.583 0.357
1.568 1.625 -2.307
-0.187 -0.265 0.045
-0.672 0.477 0.665
0.244 0.098 0.328
-0.469 2.407 -2.444
2.127 -2.744 3.308
-0.991 0.984 -0.822
-4.017 -2.370 -1.867
-0.118 -0.370 -0.159
-0.483 -0.529 -0.197
0.377 3.109 0.330
-0.839 -0.886 0.507
1.700 -0.484 -0.559
0.145 -0.970 -0.033
0.141 -1.382 0.463
-0.240 -1.093 -2.267
0.750 -0.201 0.945
-1.647 1.783 0.908
0.101 0.354 -0.056

Here are the Löwdin charges for atoms 1 to 5, given in e: C 0.0399; C -0.3878; O 0.1473; N 0.1044; H 0.1614

Record 4
Molecular formula: C5H8N2O2
Method: DFT, wB97M-V/def2-TZVPD

The energy relative to the best compared isomer or geometry (same formula, charge and spin) is 107.30 kcal per mole. Its charge is 0. Its molar mass is 128.13 g mol⁻¹. Its SMILES is C[C@H]1NC1=O.NC=C=O.

Positions of all 17 atoms, in Å:
C 1.825333 0.993607 -2.075698
C 0.870259 -0.040987 -1.533940
N 1.342102 -0.964680 -0.469379
C 0.475940 0.023776 -0.078267
O 0.369279 0.824539 0.827850
H 2.339349 1.503739 -1.261191
H 1.285143 1.729142 -2.669988
H 2.595496 0.555606 -2.712530
H 0.314930 -0.581677 -2.295806
H 2.310386 -1.017481 -0.190786
N -1.236431 -0.779111 2.574576
C -1.910954 -0.778400 1.317624
C -2.895928 0.092428 1.022737
O -3.814258 0.804230 1.081854
H -0.271175 -0.510327 2.397801
H -1.609996 -0.117839 3.244340
H -1.989477 -1.736561 0.820802

Atomic forces in eV per Å
-0.089 0.155 0.300
-0.580 -0.333 -0.175
-0.883 -0.358 0.488
2.760 1.683 -0.651
-0.421 -1.085 -0.595
-0.086 0.125 0.028
0.010 0.063 0.037
-0.133 -0.236 -0.055
-0.231 0.175 0.149
0.104 0.119 0.345
0.579 0.350 -0.260
-2.130 -0.107 -0.378
0.926 -0.920 1.802
0.152 0.199 -0.860
-0.061 0.071 0.329
-0.123 -0.031 -0.130
0.205 0.130 -0.371

Here are the Löwdin charges for atoms 1 to 5, given in e: C -0.0510; C -0.2221; N 0.1304; C -0.4193; O 0.0569

Record 5
Molecular formula: C3H16NO4
Method: DFT, wB97M-V/def2-TZVPD

The energy relative to the best compared isomer or geometry (same formula, charge and spin) is 64.60 kcal per mole. Its expectation value of S² is 0.755. Its charge is +2. Its spin multiplicity is 2. Its molar mass is 130.16 g mol⁻¹.

Positions of all 24 atoms, in Å:
C 1.328367 2.047106 0.905845
C 0.123978 1.379311 0.241676
C -0.083502 -0.542794 1.720051
N 0.074928 -0.042266 0.566932
H 0.992171 2.373128 1.918700
H 2.277203 1.472335 0.990311
H 1.684631 3.013760 0.412566
H -0.827913 1.929932 0.468533
H 0.193429 1.587001 -0.837415
H -0.320472 -1.608295 1.949358
H -0.069014 0.111536 2.573806
H 0.053773 -0.655765 -0.291751
H 0.789199 -3.169396 -0.759879
H 1.897255 -2.078924 -1.161837
O 0.955795 -2.198955 -0.932078
H -2.806266 -0.915469 1.520870
H -3.362199 0.038958 2.546855
O -2.512825 -0.259000 2.194043
H 1.743170 0.841293 -3.962890
H 1.443506 2.252297 -3.500808
O 1.549443 1.351302 -3.159560
H -2.275904 -2.734746 -0.726170
H -1.016044 -2.226341 -1.564957
O -1.832706 -1.966011 -1.112209

Atomic forces in eV per Å
0.538 1.127 0.036
1.248 1.420 0.754
-0.594 -0.511 1.108
-0.756 -0.511 -2.442
0.498 0.015 -0.230
-0.997 -0.188 -0.001
-0.974 -0.935 0.447
0.397 -0.709 0.177
-0.049 -0.760 -0.394
0.663 0.844 -0.751
0.059 0.209 0.203
0.015 0.173 1.426
0.750 1.437 -0.280
-0.516 -0.473 0.143
-0.064 -1.220 0.018
0.266 0.634 0.625
0.161 0.199 0.322
-0.530 -0.835 -1.068
0.041 -0.515 -0.321
-0.121 0.677 -0.007
0.067 -0.076 0.330
0.122 -0.229 -0.348
-0.209 -0.377 -0.045
-0.014 0.604 0.299

Here are the Löwdin charges for atoms 1 to 5, given in e: C -0.0384; C -0.1589; C 0.1451; N 0.0359; H 0.1183